{
  "formula": "C40H54BrF4N9SSiSr",
  "method": "wB97M-V/def2-TZVPD",
  "symbols": ["Sr", "C", "N", "C", "C", "C", "N", "C", "C", "F", "C", "F", "C", "C", "F", "C", "F", "H", "H", "H", "H", "H", "H", "H", "H", "H", "H", "H", "C", "C", "C", "C", "N", "C", "C", "C", "C", "C", "C", "N", "H", "H", "H", "H", "H", "H", "H", "H", "N", "C", "C", "C", "N", "C", "N", "S", "C", "N", "C", "C", "C", "N", "H", "H", "H", "H", "H", "H", "H", "H", "C", "C", "C", "C", "Si", "Br", "C", "C", "C", "C", "C", "C", "C", "C", "H", "H", "H", "H", "H", "H", "H", "H", "H", "H", "H", "H", "H", "H", "H", "H", "H", "H", "H", "H", "H", "H", "H", "H", "H", "H", "H"],
  "xyz": [[0.305, -0.250, 1.289], [3.133, -1.306, -1.230], [3.011, -0.152, -0.351], [3.240, 1.084, -1.085], [3.906, -0.267, 0.801], [3.227, -0.899, 2.008], [2.126, -0.073, 2.394], [1.510, -0.228, 3.546], [0.284, 0.447, 3.750], [-0.141, 1.284, 2.736], [-0.518, 0.322, 4.853], [-1.683, 0.985, 4.883], [-0.149, -0.479, 5.915], [1.087, -1.099, 5.799], [1.507, -1.887, 6.804], [1.898, -0.971, 4.699], [3.067, -1.656, 4.720], [2.393, -1.230, -2.027], [2.926, -2.220, -0.671], [4.138, -1.381, -1.676], [4.285, 1.184, -1.419], [2.977, 1.930, -0.448], [2.589, 1.088, -1.958], [4.201, 0.737, 1.112], [4.817, -0.836, 0.554], [3.981, -1.016, 2.792], [2.879, -1.918, 1.757], [-0.766, -0.599, 6.789], [0.128, -3.061, 3.811], [-1.069, -3.299, 4.455], [-2.242, -2.715, 3.982], [-2.173, -1.904, 2.864], [-1.001, -1.655, 2.280], [0.099, -2.187, 2.731], [-3.312, -1.259, 2.179], [-4.639, -1.503, 2.522], [-5.641, -0.914, 1.773], [-5.297, -0.129, 0.685], [-3.949, 0.073, 0.429], [-2.985, -0.454, 1.165], [1.051, -3.524, 4.123], [-1.096, -3.943, 5.324], [-3.180, -2.904, 4.482], [0.999, -1.952, 2.200], [-4.890, -2.149, 3.351], [-6.678, -1.079, 2.029], [-6.053, 0.313, 0.052], [-3.603, 0.675, -0.400], [-0.248, -1.177, -0.873], [-0.767, -1.958, -1.561], [-1.422, -2.845, -2.386], [-2.595, -3.466, -1.912], [-3.562, -3.968, -1.526], [-0.942, -3.105, -3.683], [-0.551, -3.311, -4.751], [1.480, -4.394, 1.280], [2.917, -5.237, 1.190], [2.950, -6.581, 1.232], [4.165, -7.366, 1.100], [5.349, -6.578, 1.645], [5.388, -5.204, 0.990], [4.089, -4.575, 1.128], [2.061, -7.048, 1.212], [4.346, -7.622, 0.049], [4.034, -8.289, 1.665], [6.275, -7.116, 1.446], [5.243, -6.452, 2.724], [5.657, -5.288, -0.070], [6.132, -4.569, 1.473], [4.023, -3.572, 1.121], [0.880, 2.673, -3.980], [-0.641, 2.487, -3.897], [-1.275, 2.966, -5.212], [-0.902, 0.981, -3.732], [-1.326, 3.515, -2.387], [-0.410, 1.883, -0.262], [-3.262, 3.512, -2.118], [-3.627, 3.620, -0.628], [-3.917, 4.679, -2.875], [-3.853, 2.198, -2.651], [-0.395, 5.154, -1.877], [-1.061, 5.737, -0.621], [-0.442, 6.194, -3.007], [1.075, 4.894, -1.512], [1.276, 2.026, -4.764], [1.332, 2.397, -3.028], [1.145, 3.700, -4.228], [-0.838, 2.412, -6.044], [-1.101, 4.030, -5.376], [-2.351, 2.792, -5.222], [-0.445, 0.453, -4.571], [-1.963, 0.744, -3.739], [-0.469, 0.605, -2.805], [-3.441, 4.617, -0.240], [-3.053, 2.911, -0.034], [-4.691, 3.409, -0.509], [-3.580, 5.641, -2.491], [-4.999, 4.626, -2.751], [-3.691, 4.639, -3.941], [-3.344, 1.344, -2.210], [-3.776, 2.135, -3.735], [-4.912, 2.148, -2.392], [-2.071, 6.087, -0.824], [-0.479, 6.593, -0.277], [-1.079, 4.981, 0.163], [-1.466, 6.461, -3.267], [0.052, 5.823, -3.906], [0.077, 7.096, -2.681], [1.139, 4.094, -0.778], [1.486, 5.808, -1.080], [1.673, 4.631, -2.379]],
  "forces_ev_per_angstrom": [[-0.87, 1.32, -7.63], [-0.13, 0.04, 0.05], [0.04, -0.07, 0.21], [-0.15, -0.18, 0.09], [-0.17, 0.04, 0.14], [0.85, -0.18, 0.05], [2.87, 0.66, 1.55], [1.20, 0.75, 1.99], [0.12, 0.71, 0.60], [-0.59, 1.90, 2.12], [-0.16, -0.12, 0.45], [0.09, -0.05, -0.04], [0.13, 0.14, -0.11], [0.09, 0.24, 0.10], [-0.02, -0.01, -0.05], [-0.02, 0.09, 0.25], [-0.11, 0.04, -0.13], [0.01, -0.08, -0.01], [-0.05, -0.06, -0.03], [0.00, 0.01, 0.00], [-0.01, 0.03, -0.03], [0.07, 0.05, -0.08], [0.04, 0.07, -0.01], [0.09, -0.02, -0.06], [0.02, 0.10, -0.09], [0.03, -0.04, -0.06], [0.13, -0.02, -0.05], [-0.05, -0.01, 0.03], [-0.28, -0.20, -0.07], [0.03, -0.03, -0.08], [-0.07, -0.02, -0.12], [-0.03, -0.18, 0.12], [-2.09, -2.18, 1.33], [-0.69, -2.50, 1.37], [-0.57, 0.14, -0.15], [0.12, 0.02, 0.05], [-0.01, 0.02, -0.06], [-0.02, 0.00, 0.04], [0.05, -0.02, 0.08], [0.24, -0.12, 0.12], [0.00, -0.01, -0.01], [-0.03, -0.01, 0.01], [-0.03, 0.02, 0.00], [0.44, -1.04, 0.41], [0.01, -0.03, 0.02], [-0.03, -0.03, -0.03], [0.00, 0.03, -0.02], [-0.14, 0.04, 0.04], [-0.11, -0.93, -0.88], [0.29, 0.55, 0.30], [-0.23, -0.25, -0.12], [-0.23, -0.13, 0.03], [0.00, 0.03, 0.06], [0.12, -0.03, -0.22], [0.03, 0.04, -0.01], [-0.28, -0.17, -0.28], [0.08, 0.11, 0.16], [0.29, 0.00, -0.10], [0.16, 0.00, 0.01], [-0.09, 0.09, -0.06], [0.10, -0.11, -0.06], [0.12, -0.21, -0.01], [-0.07, 0.15, 0.01], [-0.03, -0.05, 0.06], [0.02, -0.01, -0.08], [0.01, 0.00, 0.02], [0.01, -0.05, 0.02], [0.02, -0.04, 0.06], [-0.03, -0.02, -0.02], [-0.08, -0.01, -0.02], [-0.30, 0.14, 0.13], [-0.02, 0.09, 0.36], [-0.15, 0.24, 0.39], [-0.09, 0.16, 0.16], [0.38, -0.65, 0.78], [-1.14, 2.79, -2.34], [0.33, -0.12, 0.05], [0.26, 0.04, -0.10], [0.47, -0.02, -0.02], [0.29, 0.16, -0.01], [-0.09, -0.32, 0.01], [-0.03, -0.22, -0.26], [-0.22, -0.41, -0.07], [-0.21, -0.17, -0.12], [0.03, -0.08, -0.03], [0.19, 0.03, -0.05], [0.10, 0.04, 0.02], [0.05, -0.03, -0.04], [0.01, 0.07, -0.12], [-0.06, -0.01, -0.09], [0.04, -0.03, -0.05], [-0.01, -0.09, 0.00], [-0.03, -0.09, -0.04], [-0.01, 0.02, 0.07], [-0.11, -0.02, 0.13], [-0.08, -0.04, 0.01], [-0.05, 0.10, 0.00], [-0.07, -0.02, 0.00], [-0.07, 0.05, -0.10], [-0.09, -0.13, -0.11], [0.02, -0.10, -0.03], [-0.07, 0.00, 0.04], [-0.07, 0.00, 0.07], [0.06, 0.04, 0.05], [-0.08, 0.11, 0.19], [-0.04, 0.10, -0.05], [0.05, 0.06, -0.09], [0.02, 0.07, 0.01], [0.19, 0.02, 0.07], [0.05, 0.06, 0.03], [0.07, -0.02, 0.01]],
  "lowdin_charge": [1.286, -0.095, -0.275, -0.104, -0.198, -0.242, -0.213, -0.312, -0.200, -0.147, -0.219, 0.107, 0.059, -0.238, 0.094, -0.157, 0.077, 0.080, 0.062, 0.090, 0.093, 0.078, 0.062, 0.121, 0.119, 0.120, 0.068, 0.135, -0.075, -0.019, 0.019, -0.187, -0.086, -0.332, -0.201, -0.001, -0.054, -0.041, -0.117, 0.130, 0.116, 0.122, 0.111, 0.006, 0.106, 0.109, 0.104, 0.069, 0.005, -0.211, -0.294, -0.261, 0.110, -0.264, 0.108, 0.745, -0.835, 0.005, -0.175, -0.165, -0.174, 0.010, 0.123, 0.123, 0.121, 0.116, 0.122, 0.123, 0.122, 0.092, -0.099, -0.620, -0.081, -0.104, 0.937, 0.343, -0.612, -0.110, -0.083, -0.100, -0.628, -0.103, -0.082, -0.117, 0.096, 0.046, 0.069, 0.093, 0.075, 0.065, 0.096, 0.066, 0.022, 0.062, 0.024, 0.089, 0.065, 0.093, 0.078, 0.054, 0.071, 0.092, 0.064, 0.090, 0.071, 0.071, 0.070, 0.091, 0.019, 0.088, 0.063],
  "lumo_energy_ev": -0.05,
  "largest_force_ha_per_bohr": 0.152,
  "e_homo_ev": -7.0,
  "homo_lumo_gap_ev": 6.953,
  "multiplicity": 1
}